Entry 1:
{"formula": "C3H10NS2", "method": "ωB97M-V with the def2-TZVPD basis set", "elements": ["N", "C", "C", "C", "S", "S", "H", "H", "H", "H", "H", "H", "H", "H", "H", "H"], "positions_angstrom": [[0.661, 1.232, 0.417], [-0.055, 0.131, -0.411], [-0.977, 0.745, -1.477], [-0.824, -0.748, 0.555], [0.170, -1.863, 1.593], [2.103, -1.441, 1.449], [1.123, 1.886, -0.211], [-0.077, 1.564, 1.035], [1.347, 0.693, 0.949], [0.738, -0.466, -0.874], [-2.008, 0.409, -1.345], [-1.090, 1.815, -1.545], [-0.726, 0.229, -2.431], [-1.488, -0.139, 1.212], [-1.503, -1.470, 0.080], [2.605, -2.578, 1.003]], "forces_ev_per_a": [[-0.847, -2.128, -0.711], [-0.482, 0.174, -0.392], [-0.491, -1.706, -0.741], [-0.315, -0.024, 0.214], [-1.304, -0.785, 1.164], [1.246, 1.114, 0.514], [-0.212, 0.446, 0.336], [0.410, 0.911, 0.048], [0.428, 0.375, 0.286], [-0.007, 0.342, 0.100], [0.007, -0.035, 0.451], [0.692, 0.411, -0.141], [0.060, 1.055, 0.325], [0.546, -0.252, -0.248], [0.266, 0.590, -0.488], [0.002, -0.489, -0.717]], "lowdin_charge": [0.216, -0.400, -0.028, -0.512, 0.493, 0.392, 0.176, 0.169, 0.047, 0.128, 0.086, 0.085, 0.109, 0.103, 0.091, -0.156], "e_tot_ev": -26426.6788, "homo_ev": -12.70, "lumo_energy_ev": -3.455, "total_charge": 1, "fmax_ev_per_a": 2.399}

---

Entry 2:
{"formula": "C3H10O", "method": "ωB97M-V with the def2-TZVPD basis set", "elements": ["C", "C", "C", "H", "H", "H", "H", "H", "H", "H", "H", "O", "H", "H"], "positions_angstrom": [[0.300, 1.655, -0.989], [-0.805, 0.816, 1.276], [0.503, 1.226, 0.491], [0.211, 0.747, -1.609], [1.158, 2.246, -1.352], [-0.617, 2.255, -1.111], [-1.545, 1.627, 1.167], [-0.640, 0.634, 2.352], [-1.218, -0.101, 0.824], [1.014, 2.109, 0.921], [1.201, 0.369, 0.557], [-0.199, -4.674, -0.700], [0.268, -3.855, -0.419], [0.369, -5.053, -1.409]], "forces_ev_per_a": [[-0.246, -0.814, 0.231], [0.633, 0.570, -0.892], [-0.119, 0.278, 0.294], [-0.088, 0.468, -0.040], [-0.343, -0.296, 0.151], [0.352, -0.188, 0.055], [0.140, -0.371, 0.132], [0.113, 0.100, -0.501], [0.054, 0.345, 0.207], [-0.362, -0.611, 0.506], [-0.132, 0.517, -0.144], [1.064, 0.457, -0.440], [-0.474, -0.895, -0.331], [-0.589, 0.441, 0.772]], "lowdin_charge": [-0.136, -0.119, -0.314, 0.064, 0.066, 0.067, 0.063, 0.063, 0.065, 0.091, 0.091, -0.090, 0.043, 0.047], "e_tot_ev": -5320.4257, "homo_ev": -11.42, "lumo_energy_ev": 0.690, "fmax_ev_per_a": 1.239}

---

Entry 3:
{"formula": "C3H10O2", "method": "ωB97M-V with the def2-TZVPD basis set", "elements": ["C", "C", "C", "O", "H", "H", "H", "H", "H", "H", "H", "H", "H", "H", "O"], "positions_angstrom": [[-0.105, 1.288, -1.695], [0.551, 0.690, -0.450], [-0.179, 0.946, 0.849], [1.890, 1.195, -0.409], [0.341, 2.268, -1.917], [-1.135, 1.625, -1.584], [-0.125, 0.574, -2.501], [0.525, -0.377, -0.631], [-1.260, 0.960, 0.710], [0.109, 1.780, 1.487], [0.092, 0.168, 1.572], [2.430, 0.471, -0.087], [-1.041, -4.554, 1.158], [-1.242, -3.092, 1.628], [-0.851, -3.941, 1.870]], "forces_ev_per_a": [[-0.529, 1.290, 0.445], [-0.485, 0.975, -0.539], [-0.023, -0.515, 1.275], [-0.119, -0.602, 0.005], [0.535, -0.595, -0.411], [-0.368, -0.533, 0.536], [0.459, 0.135, -0.562], [0.401, -0.456, 0.184], [0.036, -0.107, 0.094], [0.116, 0.822, -0.905], [-0.362, -0.516, -0.237], [0.339, 0.087, 0.119], [-0.102, 0.075, -0.134], [0.020, -0.260, -0.085], [0.083, 0.198, 0.215]], "lowdin_charge": [-0.055, -0.486, -0.065, -0.045, 0.087, 0.067, 0.068, 0.123, 0.075, 0.078, 0.070, 0.085, 0.030, 0.030, -0.061], "e_tot_ev": -7367.4936, "homo_ev": -10.42, "lumo_energy_ev": 0.602, "fmax_ev_per_a": 1.463}